{
  "formula": "C2H2INO3",
  "method": "ωB97M-V/def2-TZVPD",
  "gap_ev": [6.937, 6.789],
  "e_above_lowest_kcal_mol": 0.0,
  "max_force_ev_per_a": 4.4,
  "multiplicity": 3,
  "homo_ev": [-6.536, -10.003],
  "lumo_energy_ev": [0.40, -3.21],
  "species": ["C", "C", "N", "O", "O", "O", "I", "H", "H"],
  "coordinates": [[0.9065, -0.6585, 1.1591], [-2.1641, 1.1436, -0.8443], [1.1503, -0.7542, -0.1598], [-1.9365, 0.8284, -1.9208], [1.0634, 0.3342, 1.8077], [-2.3913, 1.4451, 0.2345], [1.8220, 0.8791, -1.1544], [0.5390, -1.6186, 1.5693], [1.0108, -1.5992, -0.6913]],
  "nbo_charge": [0.497, 1.019, -0.853, -0.518, -0.541, -0.500, 0.397, 0.104, 0.396]
}